No. 1
Below is 2 unconnected molecules or ions with the total composition C4H8ClNSi at a distorted geometry, with properties calculated with ωB97M-V/def2-TZVPD.

```
15
Properties=species:S:1:pos:R:3:forces:R:3:lowdin_charge:R:1
C -0.19788 2.06349 1.26660 2.356 -2.902 -1.057 -0.04
C 0.77009 1.17225 1.59313 -0.684 0.354 -1.931 -0.29
C 1.10947 0.75284 -1.58974 -2.076 -0.786 2.198 -0.38
C -0.48910 -2.40650 -0.21602 1.326 2.092 -3.126 0.01
N 0.10778 1.49741 -1.77411 -0.181 2.558 -1.026 0.00
Si 1.31824 0.07892 0.19518 0.967 -1.277 -0.697 0.49
Cl 3.47767 -0.39764 0.01503 -1.587 0.247 0.527 0.10
H -0.54530 2.52737 2.09606 -1.739 2.080 1.867 0.02
H -0.53842 2.09666 0.24992 -0.393 0.688 -0.100 0.02
H 1.01014 1.05888 2.61610 0.568 -0.243 0.854 0.03
H 1.46358 0.14224 -2.35443 1.765 -0.549 -1.675 0.03
H 0.41933 -2.97844 -0.42903 -0.399 0.361 -0.478 -0.04
H -0.96484 -2.78650 0.61048 -1.327 -0.300 1.963 -0.07
H -1.12069 -1.93565 -1.07526 1.425 -1.045 1.763 0.02
H -0.00378 1.89510 -2.74824 -0.020 -1.276 0.917 0.08
```
Forces are in eV/Å.

As for the energy above the lowest of the compared OMol25 structures with the same formula, charge and spin: 89.8 kcal per mole. The charge is 0. As for the HOMO-LUMO gap (alpha / beta): 7.95 / 7.44 eV.

No. 2
Below is a molecular structure, C8H18N7Ru, with properties calculated with ωB97M-V/def2-TZVPD.

```
34
Properties=species:S:1:pos:R:3:forces:R:3:lowdin_charge:R:1
Ru -0.15494 -0.74207 0.79786 0.041 -0.138 -0.108 1.46
N -1.21826 0.91030 1.90533 -0.009 -0.029 0.100 -0.06
C -0.52047 2.15250 1.46253 0.023 0.031 0.000 -0.20
C -0.45347 2.23630 -0.05970 0.003 -0.002 0.026 -0.15
N 0.07575 1.01049 -0.73436 -0.008 0.070 -0.021 -0.25
C -0.71147 0.70921 -1.96224 0.027 0.002 -0.005 -0.17
C -2.08154 0.15596 -1.62565 -0.015 0.018 -0.018 -0.21
N -1.91769 -1.04161 -0.77392 -0.003 -0.009 -0.061 -0.04
C 1.51402 1.14559 -1.08819 -0.001 -0.019 -0.006 -0.17
C 2.38847 1.21175 0.14667 -0.004 0.007 0.015 -0.20
N 2.08976 0.04074 1.00565 0.072 0.014 -0.002 -0.04
H -2.21215 0.97384 1.68952 0.015 -0.026 -0.009 0.11
H -1.17445 0.84627 2.92163 -0.013 0.011 -0.016 0.11
H 0.46833 2.13779 1.91729 -0.011 0.012 -0.030 0.10
H -1.03448 3.03746 1.84199 0.013 -0.012 -0.031 0.14
H 0.15292 3.10041 -0.34276 0.001 -0.004 0.011 0.15
H -1.45395 2.43042 -0.44516 -0.001 -0.013 0.024 0.12
H -0.14982 -0.03171 -2.53525 -0.030 0.006 0.001 0.13
H -0.79572 1.60384 -2.58579 -0.015 -0.004 0.011 0.15
H -2.62091 -0.07132 -2.54664 0.027 0.002 0.008 0.14
H -2.68746 0.87840 -1.07784 0.010 0.000 -0.020 0.11
H -1.62611 -1.83595 -1.34065 -0.007 0.012 0.008 0.10
H -2.80980 -1.31454 -0.36716 0.021 -0.003 0.014 0.11
H 1.66614 2.02729 -1.71772 0.003 0.002 0.018 0.15
H 1.78439 0.26883 -1.68175 0.008 0.025 0.016 0.13
H 2.20581 2.11967 0.71940 0.001 -0.001 -0.029 0.11
H 3.43866 1.23400 -0.14732 -0.026 -0.007 -0.017 0.14
H 2.41132 0.20669 1.95690 -0.019 -0.013 -0.005 0.11
H 2.61810 -0.76861 0.68458 -0.001 0.019 0.000 0.09
N 0.35273 -7.22124 1.36419 -0.007 -0.097 0.027 0.22
C 0.55871 -6.15067 0.99506 0.008 0.144 0.009 -0.25
N 0.81011 -4.94203 0.54403 0.017 -0.024 -0.052 0.20
C 0.60474 -3.76394 0.58243 0.023 -0.003 -0.010 -0.26
N 0.48270 -2.55408 0.49704 -0.145 0.028 0.152 -0.10
```
Forces are in eV/Å.

As for the energy above the lowest of the compared OMol25 structures with the same formula, charge and spin: 0.0 kcal per mole. The charge is +2. The expectation value of S² is 8.779. As for the HOMO-LUMO gap (alpha / beta): 9.91 / 6.55 eV. Its multiplicity is 6.

No. 3
Below is 2 unconnected molecules or ions with the total composition CH7N2O at a distorted geometry, with properties calculated with ωB97M-V/def2-TZVPD.

```
11
Properties=species:S:1:pos:R:3:forces:R:3:lowdin_charge:R:1
O 0.16987 2.06876 -0.77739 1.244 -0.020 1.772 0.00
H -0.13646 0.50684 -0.31302 -1.207 0.078 1.823 0.12
H -0.32772 1.92713 -1.54651 -0.909 0.316 -2.144 0.04
H 1.00051 2.51139 -1.00520 -0.255 -0.107 -0.159 0.10
N -0.77615 -0.08468 0.37247 1.159 -1.672 0.243 0.15
C 0.16423 -1.32862 0.70516 0.787 0.427 -3.384 -0.11
N 0.85839 -1.72127 -0.30832 -2.054 1.932 3.147 0.16
H -1.64786 -0.34413 -0.12715 0.553 -0.039 0.447 0.16
H -1.01846 0.30918 1.32394 0.324 0.254 -1.739 0.17
H 0.07483 -1.51400 1.77708 0.509 -0.490 -0.250 0.13
H 1.63880 -2.33060 -0.10103 -0.152 -0.679 0.245 0.08
```
Forces are in eV/Å.

As for the energy above the lowest of the compared OMol25 structures with the same formula, charge and spin: 48.7 kcal per mole. The charge is +1. As for the HOMO-LUMO gap: 12.05 eV.

No. 4
Below is 2 unconnected molecules or ions with the total composition C2H7O2Si2 at a distorted geometry, with properties calculated with ωB97M-V/def2-TZVPD.

```
13
Properties=species:S:1:pos:R:3:forces:R:3:lowdin_charge:R:1
C 3.65471 -0.82973 -1.29907 -0.236 -2.279 -1.057 -0.42
C -0.08024 0.03945 0.35373 -1.081 0.216 -1.422 -0.75
O 3.13829 -1.72734 -1.84741 -0.003 1.164 0.533 0.17
O 4.33641 -0.05395 -0.79581 0.130 1.116 0.563 0.20
Si 0.04873 -1.35568 1.46910 -0.293 -0.757 -0.366 0.28
Si 0.43772 1.74787 0.33315 -0.382 -0.168 2.926 0.28
H -0.95594 -0.05738 -0.38678 1.196 -0.250 1.009 -0.06
H -0.43015 -2.66133 0.76885 0.633 0.500 0.180 -0.12
H -1.06763 -1.44566 2.51237 0.670 0.155 0.346 -0.13
H 1.47187 -1.71082 2.13336 -1.399 0.447 -0.475 -0.09
H -0.61102 2.77308 -0.16730 0.597 -0.520 0.172 -0.11
H 0.83521 2.15261 1.93035 -0.463 -0.027 -1.749 -0.09
H 1.70513 2.10773 -0.27459 0.630 0.402 -0.661 -0.16
```
Forces are in eV/Å.

As for the energy above the lowest of the compared OMol25 structures with the same formula, charge and spin: 25.5 kcal per mole. The charge is -1. As for the HOMO-LUMO gap: 5.74 eV.

No. 5
Below is a molecular structure, CHI3O at a distorted geometry, with properties calculated with ωB97M-V/def2-TZVPD.

```
6
Properties=species:S:1:pos:R:3:forces:R:3:lowdin_charge:R:1
C -0.83162 -0.80091 0.34858 -2.857 1.318 -2.714 -1.58
O -1.65211 -0.08923 -0.18274 1.781 -1.161 0.478 -0.20
I -0.69357 -0.70916 2.33875 0.677 -0.138 2.147 0.90
I 1.23472 2.26520 -0.26981 -1.688 1.697 3.328 0.56
I 0.09053 -2.33510 -0.78119 0.351 -0.040 0.095 0.77
H 1.85204 1.66920 -1.45359 1.737 -1.676 -3.335 -0.46
```
Forces are in eV/Å.

As for the energy above the lowest of the compared OMol25 structures with the same formula, charge and spin: 20.7 kcal per mole. The charge is 0. As for the HOMO-LUMO gap: 9.21 eV.

No. 6
Below is a gas-phase ion, C6H10N (charge +1) at a distorted geometry, with properties calculated with ωB97M-V/def2-TZVPD.

```
17
Properties=species:S:1:pos:R:3:forces:R:3:lowdin_charge:R:1
C 0.37082 -1.90617 0.70190 -0.269 -0.532 2.423 -0.05
C -0.37663 -0.85608 1.35524 1.913 -1.184 -3.494 0.17
C -0.52919 0.22187 0.50393 0.505 2.197 -2.931 -0.25
C 0.66070 -0.13158 -0.64011 -3.063 -2.488 -1.032 -0.24
C -0.49008 1.63667 1.14492 1.658 -1.494 0.617 -0.01
C 0.24125 -0.05332 -2.13714 2.195 -1.918 -0.859 -0.03
N 0.92659 -1.54114 -0.38355 0.510 0.906 -0.404 0.18
H 0.62036 -2.81996 1.24892 -0.289 -0.099 -0.685 0.14
H -0.48258 -0.76637 2.34425 -1.033 -0.215 3.926 0.11
H -1.55456 0.25932 -0.02478 1.362 -0.731 0.283 0.23
H 1.55061 0.38642 -0.37619 0.663 0.870 0.305 0.16
H -1.16136 1.44312 1.97101 -0.122 1.205 0.523 0.09
H -0.88520 2.28794 0.39916 -0.168 0.906 -0.023 0.08
H 0.57779 1.91873 1.47754 -1.874 -0.346 -0.445 0.13
H -0.32995 -1.00928 -2.50020 0.941 1.986 0.888 0.13
H 1.15499 0.10137 -2.84340 -1.431 -0.568 1.420 0.13
H -0.29357 0.82846 -2.24149 -1.498 1.508 -0.512 0.04
```
Forces are in eV/Å.

As for the energy above the lowest of the compared OMol25 structures with the same formula, charge and spin: 61.8 kcal per mole. The charge is +1. As for the HOMO-LUMO gap: 8.20 eV.

No. 7
Below is C6H9N in the gas phase at a distorted geometry, with properties calculated with ωB97M-V/def2-TZVPD.

```
16
Properties=species:S:1:pos:R:3:forces:R:3:lowdin_charge:R:1
C 0.92852 0.28696 -2.37856 -0.233 -0.846 0.145 -0.06
C 0.33384 -0.25757 -1.09109 -0.052 1.520 -0.140 -0.28
C -1.02211 -0.29271 -0.85390 0.680 -1.287 -0.056 -0.10
N -1.21619 -0.36010 0.50704 -0.941 0.971 -0.111 0.04
C -0.03821 -0.11312 1.16232 -0.011 0.558 -1.004 -0.32
C 0.01148 0.71269 2.40981 -0.223 -1.052 0.978 -0.04
C 0.93769 -0.11757 0.18643 -0.082 -0.424 1.081 -0.04
H 1.92162 0.69434 -2.18666 -0.009 -0.180 -0.185 0.07
H 0.28532 1.10113 -2.70030 0.087 0.144 -0.162 0.07
H 0.94458 -0.45136 -3.18588 0.281 0.103 0.052 0.07
H -1.82476 -0.44338 -1.55679 -0.128 0.131 0.063 0.11
H -2.10638 -0.03778 0.85084 0.025 -0.277 0.360 0.14
H 0.30517 0.16714 3.31055 0.253 -0.117 -0.081 0.07
H -0.97532 1.09259 2.68168 0.026 0.254 -0.319 0.07
H 0.71508 1.52135 2.26324 -0.051 0.253 0.084 0.08
H 1.95278 -0.00547 0.52864 0.378 0.249 -0.704 0.11
```
Forces are in eV/Å.

As for the energy above the lowest of the compared OMol25 structures with the same formula, charge and spin: 22.7 kcal per mole. The charge is 0. The SMILES is Cc1c[nH]c(C)c1. As for the HOMO-LUMO gap: 8.78 eV.

No. 8
Below is a molecular structure, C14H14BN4O8S4Tc at a distorted geometry, with properties calculated with ωB97M-V/def2-TZVPD.

```
46
Properties=species:S:1:pos:R:3:forces:R:3:lowdin_charge:R:1
Tc 0.87945 -0.85184 -1.01838 -0.932 1.680 0.777 0.95
N 3.25912 2.93895 -1.20315 -0.025 -0.050 0.130 0.05
C 2.68117 1.70055 -1.07163 -0.574 -0.342 -0.129 -0.85
S 1.15944 1.43863 -1.88821 0.012 -0.033 -0.344 0.62
N 3.30638 0.80371 -0.38377 0.748 0.454 0.213 -0.01
N 2.69967 -0.42228 -0.36115 0.723 -1.042 0.156 -0.23
C 3.32445 -1.33665 0.37486 0.008 0.948 -0.391 -0.11
C 2.67319 -2.56723 0.48342 -0.576 -0.840 -0.096 -0.28
C 3.19966 -3.72809 1.08806 0.113 0.409 -0.023 -0.04
C 2.48592 -4.89226 1.07217 -0.195 -0.118 -0.040 -0.10
C 1.22050 -4.90497 0.45498 0.258 0.111 0.108 -0.07
C 0.74860 -3.75671 -0.12782 -0.292 -0.304 0.037 -0.12
N 1.43323 -2.59294 -0.11638 0.574 -0.277 -0.246 -0.08
H 2.61570 3.66391 -1.47157 0.016 0.048 0.018 0.06
H 3.90218 3.17749 -0.46401 0.052 -0.004 -0.054 0.09
H 4.26333 -1.09092 0.84851 -0.017 0.018 0.089 0.12
H 4.17957 -3.66271 1.54361 -0.002 -0.047 0.014 0.11
H 2.88864 -5.79650 1.51013 0.009 0.026 0.049 0.10
H 0.62659 -5.80722 0.42768 -0.040 0.019 -0.065 0.10
H -0.21379 -3.74434 -0.62529 0.036 0.057 -0.038 0.08
C -0.80734 -1.27452 2.37820 0.059 0.162 -0.213 -0.09
S 0.21019 0.18038 2.48778 0.120 0.466 0.819 0.62
O 0.13921 0.85616 1.03348 0.170 -0.804 -0.103 -0.08
O -0.39229 1.09473 3.41241 -0.185 -0.062 -0.190 -0.26
O 1.57479 -0.18109 2.68066 -0.041 -0.171 -0.271 -0.26
H -1.64217 -1.12118 3.05594 0.008 0.005 -0.004 0.07
H -0.19657 -2.12162 2.67898 0.047 0.028 -0.009 0.07
H -1.15113 -1.40489 1.35535 -0.040 -0.057 -0.149 0.04
O -1.72092 1.34741 -0.46056 -0.007 -0.494 0.021 0.19
B -0.83141 1.70444 0.52365 -0.417 0.496 -0.213 -0.82
O -1.06895 2.99359 0.97342 0.279 0.075 0.175 0.24
C -2.11755 3.44774 0.20884 -0.176 -0.139 -0.223 -0.17
C -2.75127 4.66900 0.23186 0.158 -0.052 0.113 0.00
C -3.80678 4.83762 -0.66205 -0.079 0.044 -0.050 -0.10
C -4.19846 3.82355 -1.52996 -0.062 -0.019 -0.037 -0.09
C -3.55020 2.59107 -1.55377 0.165 -0.154 0.082 0.03
C -2.51129 2.43780 -0.66500 0.057 0.327 0.170 -0.17
H -2.44084 5.45006 0.91268 -0.014 0.002 -0.012 0.12
H -4.33417 5.78297 -0.68071 -0.001 -0.013 0.008 0.09
H -5.03260 3.98636 -2.20027 0.025 0.051 -0.009 0.10
H -3.81830 1.77839 -2.21614 -0.038 0.041 -0.019 0.13
O -1.95097 -3.30139 -2.07163 -0.092 0.016 0.179 -0.41
S -1.54733 -1.91277 -2.17785 -0.648 -0.842 -1.274 0.07
O -1.13911 -1.38994 -0.82053 0.404 0.290 0.472 -0.58
O -2.50975 -1.05006 -2.82228 0.046 0.097 0.234 -0.39
S 0.26221 -1.79239 -3.14453 0.365 -0.008 0.340 0.27
```
Forces are in eV/Å.

As for the energy above the lowest of the compared OMol25 structures with the same formula, charge and spin: 41.2 kcal per mole. The charge is -1. The expectation value of S² is 0.892. As for the HOMO-LUMO gap (alpha / beta): 6.14 / 6.18 eV. Its multiplicity is 2.